Record 1
Density functional theory data (ωB97M-V/def2-TZVPD) for a gas-phase ion, C4H5O3 (charge +1) at a distorted geometry.

Each line ends with the natural charge from an NBO analysis.
CARTESIAN COORDINATES (ANGSTROEM)
C 1.38269 -1.61914 0.74405  0.08
C 1.84765 -0.34764 0.68461  0.06
C -0.20336 -0.34024 0.15889  0.99
C -1.67145 1.20745 -0.82971  -0.28
O 0.06303 -1.62428 0.39889  -0.32
O 0.82898 0.48223 0.32160  -0.35
O -1.48681 -0.09939 -0.40218  -0.37
H 1.83661 -2.57175 0.93832  0.27
H 2.76361 0.14063 0.89516  0.27
H -2.61842 1.69329 -0.45722  0.23
H -1.86107 1.24322 -1.85225  0.22
H -0.88146 1.83562 -0.60016  0.20

Calculated values
- ΔE to the lowest compared entry with this formula, charge and spin (kJ/mol) = 109.2
- E (a.u.) = -380.78620
- charge = +1
- E_LUMO (eV) = -4.93
- gap between HOMO and LUMO (Ha) = 0.386



Record 2
Density functional theory data (ωB97M-V/def2-TZVPD) for a molecular structure, C38H42BrCsFNO2Sb2Se2 at a distorted geometry.

Each line ends with the Löwdin charge.
CARTESIAN COORDINATES (ANGSTROEM)
Cs 1.62554 1.02527 1.56286  0.80
O 3.67294 -0.53429 2.98581  -0.23
C 4.84503 -0.10357 3.72616  -0.26
C 4.56675 1.04661 4.68682  -0.59
C 5.97074 1.47743 5.15281  -0.27
O 5.99847 2.64856 5.96196  -0.08
C 3.70993 0.58333 5.88636  -0.66
Se 4.37877 -0.89932 7.00435  0.13
C 3.85399 2.23354 4.00771  -0.69
Se 4.54027 2.88163 2.28126  0.19
H 4.02447 -0.94555 2.18957  0.06
H 5.59548 0.23773 3.00887  0.08
H 5.22337 -0.94470 4.31416  0.07
H 6.59584 1.63814 4.26759  0.10
H 6.37720 0.66719 5.75965  0.07
H 5.69403 3.37435 5.40698  0.06
H 2.72318 0.30368 5.50680  0.03
H 3.56902 1.44823 6.53891  0.04
H 3.92458 3.09213 4.68014  0.03
H 2.76991 2.05935 3.99971  0.00
C 0.51302 -3.42915 -0.21788  -0.39
C -0.55084 -3.10203 0.83284  -0.39
C -1.80731 -2.42929 0.24727  -0.38
Sb -2.39665 -0.71423 1.43578  1.48
C -3.21022 0.52749 -0.13198  -0.38
C -3.68620 0.00371 -1.33121  -0.13
C -4.25294 0.82563 -2.29668  -0.11
C -4.35832 2.19247 -2.07842  -0.11
C -3.89709 2.72886 -0.88323  -0.10
C -3.32591 1.90071 0.07710  -0.14
C -4.41656 -1.61787 1.73133  -0.37
C -5.63081 -1.03091 1.37104  -0.13
C -6.84616 -1.65558 1.63552  -0.12
C -6.87671 -2.88976 2.27058  -0.13
C -5.68140 -3.49163 2.64248  -0.12
C -4.47441 -2.85680 2.37579  -0.16
Sb 1.62489 -1.71008 -0.93236  1.48
C 0.36766 -1.05487 -2.57089  -0.36
C 0.23380 -1.81058 -3.73556  -0.13
C -0.51357 -1.33992 -4.80898  -0.10
C -1.12830 -0.09654 -4.73766  -0.10
C -1.01013 0.65567 -3.57755  -0.10
C -0.27894 0.17373 -2.50035  -0.14
C 2.82067 -2.89174 -2.33132  -0.40
C 3.56262 -2.17956 -3.27694  -0.15
C 4.38027 -2.82446 -4.19392  -0.10
C 4.48106 -4.21049 -4.17838  -0.11
C 3.75984 -4.93508 -3.24114  -0.11
C 2.93935 -4.27960 -2.32731  -0.13
H 0.07454 -3.94539 -1.07717  0.06
H 1.28496 -4.07802 0.20713  0.04
H -0.09190 -2.46567 1.59345  0.07
H -0.84070 -4.01961 1.35538  0.10
H -2.63339 -3.13276 0.12859  0.05
H -1.56989 -2.00975 -0.73063  0.02
H -3.61693 -1.06177 -1.52457  0.10
H -4.60554 0.39474 -3.22721  0.10
H -4.80402 2.83406 -2.83143  0.09
H -3.97605 3.79103 -0.69773  0.09
H -2.97124 2.33277 1.00660  0.07
H -5.63260 -0.07115 0.86453  0.08
H -7.77413 -1.17753 1.34039  0.09
H -7.82196 -3.37842 2.47534  0.09
H -5.68912 -4.45473 3.14108  0.09
H -3.54895 -3.34438 2.67501  0.09
H 0.72432 -2.77367 -3.82106  0.09
H -0.60766 -1.94506 -5.70329  0.09
H -1.70701 0.27666 -5.57457  0.09
H -1.51905 1.60668 -3.48878  0.08
H -0.24899 0.72450 -1.56789  0.06
H 3.49490 -1.09599 -3.30228  0.10
H 4.94312 -2.24532 -4.91624  0.09
H 5.12184 -4.71930 -4.88821  0.09
H 3.83503 -6.01605 -3.21649  0.09
H 2.38298 -4.87192 -1.60959  0.08
C -0.84485 4.73945 -3.65534  -0.04
C -0.79589 4.63661 -2.15639  -0.25
C -1.39456 5.57707 -1.33022  -0.04
C -1.35418 5.41165 0.04237  -0.11
C -0.70011 4.29291 0.52989  -0.74
Br -0.64873 3.99878 2.41314  0.74
N -0.10005 3.39812 -0.21984  0.05
C -0.14952 3.57271 -1.53927  -0.08
H -1.23928 5.70429 -3.97371  0.07
H -1.48644 3.95824 -4.07089  0.07
H 0.14684 4.61303 -4.09134  0.08
H -1.90191 6.43436 -1.75852  0.11
H -1.81164 6.12035 0.71779  0.10
H 0.36402 2.82649 -2.13152  0.11
F -0.28645 -0.18583 0.41707  -0.91

Calculated values
- ΔE to the lowest compared entry with this formula, charge and spin (kJ/mol) = 132.2
- E (a.u.) = -9655.84728
- charge = -2
- E_LUMO (eV) = 3.21
- gap between HOMO and LUMO (Ha) = 0.134



Record 3
Density functional theory data (ωB97M-V/def2-TZVPD) for 12 unconnected molecules or ions with the total composition C20H69N5O12 at a distorted geometry.

Each line ends with the Löwdin charge.
CARTESIAN COORDINATES (ANGSTROEM)
O 0.62947 -4.31196 -2.31949  -0.06
H 0.50962 -4.19853 -1.39711  -0.03
H 1.05670 -5.18611 -2.34165  0.07
O 0.09188 -2.37148 -4.04200  -0.08
H -0.63309 -2.68118 -4.57370  0.04
H 0.35716 -3.15629 -3.49520  0.00
O 3.86624 2.96701 0.53864  -0.09
H 3.88791 2.42275 -0.29510  0.02
H 4.75565 3.24325 0.79637  0.03
O 5.91073 -5.02128 -1.53229  -0.06
H 6.16486 -4.15814 -1.17739  0.00
H 6.75247 -5.46940 -1.54529  0.03
O 6.67074 -2.45414 -0.07100  -0.10
H 7.48220 -2.12224 0.32429  0.03
H 6.13744 -1.64167 -0.29222  0.00
O -0.65910 0.06483 -2.69004  -0.05
H -0.32526 -0.71246 -3.15644  0.01
H -0.82955 0.66590 -3.38572  0.02
O 3.00558 -5.86177 -0.18940  -0.05
H 3.28397 -6.75277 -0.29222  0.02
H 3.72229 -5.45267 -0.71144  0.02
C 0.86693 -4.00325 1.75430  -0.05
C 0.07064 -2.93783 0.98961  -0.40
C 0.94404 -1.90991 0.28520  -0.18
O 1.94963 -1.25465 1.05903  -0.20
C 1.53621 -0.19031 1.81931  -0.12
N -0.67903 -3.62894 -0.06354  0.04
H 1.65493 -4.46240 1.13144  0.06
H 0.40461 -4.84686 2.25237  0.07
H 1.35748 -3.45279 2.57980  0.08
H -0.68548 -2.53529 1.74766  0.14
H 0.29924 -1.12613 -0.11963  0.10
H 1.52630 -2.42669 -0.41148  0.08
H 0.64796 -0.42675 2.47670  0.08
H 1.20523 0.71418 1.24853  0.10
H 2.37981 -0.00924 2.46424  0.09
H -1.49801 -3.08657 -0.36388  0.08
H -1.08218 -4.38758 0.34151  0.04
C -4.68599 -1.20776 -0.16464  -0.05
C -3.53862 -0.38150 -0.85000  -0.41
C -3.87237 1.07282 -0.73121  -0.21
O -3.82853 1.56516 0.61670  -0.25
C -3.90932 2.99479 0.70977  -0.09
N -2.23486 -0.71566 -0.28734  0.05
H -5.68901 -1.05431 -0.51651  0.06
H -4.81930 -0.91987 0.86062  0.05
H -4.44876 -2.28457 -0.23162  0.08
H -3.49151 -0.58425 -1.96506  0.15
H -4.83452 1.34321 -1.13149  0.12
H -3.00542 1.55720 -1.25400  0.12
H -3.92095 3.24176 1.81447  0.10
H -4.88370 3.35940 0.26402  0.10
H -2.96109 3.39746 0.29968  0.08
H -2.13256 -0.33152 0.66261  0.07
H -1.45724 -0.38642 -0.85443  0.02
C 3.68500 -2.05099 -2.20831  -0.02
C 3.95241 -0.56245 -2.01568  -0.38
C 2.73568 0.24979 -2.00048  -0.23
O 3.01641 1.60879 -1.86358  -0.22
C 1.89459 2.45702 -2.01244  -0.08
N 4.78490 -0.49312 -0.75718  0.06
H 3.43966 -2.51927 -1.20901  0.10
H 4.57213 -2.51045 -2.59641  0.07
H 2.81614 -2.06245 -2.87294  0.08
H 4.52262 -0.11350 -2.71593  0.11
H 2.03227 -0.16046 -1.25505  0.12
H 2.30402 0.11784 -3.03076  0.15
H 1.32455 2.24982 -1.11989  0.08
H 1.40173 2.18427 -2.96035  0.09
H 2.26069 3.50952 -2.00318  0.10
H 5.00209 0.46037 -0.55301  0.06
H 4.19287 -0.81848 0.00361  0.08
C -3.93754 -1.05290 4.22395  -0.04
C -2.74062 -0.05285 4.31620  -0.40
C -1.44407 -0.85944 4.72753  -0.19
O -1.55743 -1.27619 6.08892  -0.20
C -0.46196 -2.00614 6.55008  -0.13
N -2.51119 0.59300 3.03134  0.05
H -3.78373 -1.57847 3.27588  0.08
H -4.87265 -0.53440 4.17236  0.06
H -3.84401 -1.65749 5.12092  0.07
H -2.91039 0.65666 5.12858  0.13
H -0.52295 -0.27264 4.60459  0.11
H -1.33089 -1.69154 4.08966  0.09
H 0.39309 -1.31932 6.86082  0.11
H -0.18568 -2.75997 5.80889  0.09
H -0.69681 -2.47457 7.49713  0.08
H -3.40785 0.86685 2.71170  0.03
H -1.80655 1.33831 3.12660  0.10
C -2.55649 4.34400 -3.67409  -0.09
C -2.50657 5.34086 -2.60496  -0.44
C -1.17468 5.31891 -1.82377  -0.24
O -1.38009 5.99116 -0.63869  -0.20
C -0.18603 6.06937 0.13352  -0.10
N -2.76722 6.71855 -3.16609  0.04
H -3.50124 4.45508 -4.19910  0.09
H -2.33053 3.35697 -3.35694  0.06
H -1.80724 4.63565 -4.43600  0.09
H -3.39594 5.06381 -1.99788  0.14
H -0.39223 5.88182 -2.37114  0.14
H -0.92618 4.31938 -1.60814  0.10
H 0.69964 6.40916 -0.41518  0.08
H -0.02042 5.04937 0.62008  0.11
H -0.36797 6.77945 0.95982  0.09
H -1.97456 6.93626 -3.79125  0.07
H -2.75122 7.35848 -2.37912  0.06

Calculated values
- SMILES = COC[C@H](C)N.COC[C@H](C)N.COC[C@H](C)N.COC[C@H](C)N.COC[C@H](C)N.O.O.O.O.O.O.O
- ΔE to the lowest compared entry with this formula, charge and spin (kJ/mol) = 123.7
- E (a.u.) = -1979.93928
- charge = 0
- E_LUMO (eV) = 0.52
- gap between HOMO and LUMO (Ha) = 0.347



no.,HOMO (Eh)
1,-0.5671
2,-0.0156
3,-0.3282